Computed, not measured: a structure of composition C6H10O2, with the ωB97M-V functional and the def2-TZVPD basis.

Last column: Mulliken charge in e.
Positions of all 18 atoms, in Å:
1 C -0.17 0.23 0.57  0.973
2 C 1.07 -0.77 0.03  -0.599
3 C -1.64 -0.14 0.58  -1.556
4 C 0.52 -0.52 1.83  -0.157
5 C 0.35 -0.28 -1.28  0.087
6 C 0.43 0.79 -2.09  -1.079
7 O 0.16 1.56 0.72  -0.480
8 O 0.05 -1.51 2.37  -0.598
9 H 0.17 1.97 -0.17  0.302
10 H 1.15 0.20 2.37  0.395
11 H 0.95 -1.85 0.03  0.370
12 H 2.06 -0.33 0.05  0.327
13 H 0.03 -1.19 -1.80  0.313
14 H -1.77 -1.22 0.66  0.357
15 H -2.10 0.33 1.44  0.399
16 H -2.12 0.22 -0.33  0.396
17 H 0.65 1.82 -1.82  0.294
18 H 0.21 0.69 -3.14  0.257

Values from the calculation:
HOMO-LUMO gap: 8.21 eV
HOMO energy: -0.282 Ha
charge: 0
LUMO: 0.0201 Eh

Computed, not measured: a cluster of 16 separate species, C22H76N14O16 in total, with the ωB97M-V functional and the def2-TZVPD basis.

Last column: Mulliken charge in e.
Positions of all 128 atoms, in Å:
1 C 4.00 1.91 -0.62  -0.820
2 C 3.00 2.87 0.03  1.521
3 O 3.51 3.57 1.10  -0.653
4 H 3.51 1.24 -1.32  0.083
5 H 4.41 1.34 0.24  0.209
6 H 4.85 2.39 -1.21  0.254
7 H 2.25 2.23 0.38  -0.667
8 H 2.55 3.49 -0.69  -0.255
9 H 2.79 3.67 1.73  0.457
10 C 0.62 -2.17 -4.70  -1.160
11 C -0.80 -1.92 -4.19  0.525
12 O -1.13 -2.90 -3.25  -0.666
13 H 1.29 -1.97 -3.89  0.055
14 H 0.95 -1.48 -5.49  0.395
15 H 0.82 -3.12 -5.10  0.433
16 H -1.52 -1.93 -5.03  0.556
17 H -0.83 -0.92 -3.73  -0.422
18 H -0.33 -3.01 -2.73  -0.055
19 C 1.72 1.30 -3.81  -0.429
20 C 1.73 2.82 -3.66  -0.628
21 O 0.60 3.32 -2.87  -0.492
22 H 2.66 0.90 -4.25  0.419
23 H 0.79 0.98 -4.32  0.280
24 H 1.70 1.06 -2.75  -0.275
25 H 1.67 3.18 -4.67  0.351
26 H 2.62 3.13 -3.13  0.461
27 H -0.11 2.83 -3.20  0.004
28 C 0.89 5.69 -0.11  -1.119
29 C -0.48 4.93 -0.27  -0.402
30 O -0.26 3.51 -0.34  0.178
31 H 1.40 5.49 0.87  0.280
32 H 0.59 6.77 -0.21  0.412
33 H 1.68 5.41 -0.78  0.231
34 H -0.88 5.18 -1.25  0.378
35 H -1.22 5.21 0.49  0.469
36 H -0.03 3.36 -1.24  -0.516
37 C -0.29 -1.06 -0.59  0.280
38 C 0.20 0.23 0.01  2.983
39 O -0.49 0.35 1.28  3.340
40 H -1.39 -1.18 -0.59  -0.958
41 H 0.15 -1.87 0.01  -0.249
42 H 0.11 -1.19 -1.51  0.245
43 H 0.05 1.09 -0.62  -0.908
44 H 1.27 0.26 0.16  -1.659
45 H -1.09 1.09 1.08  -1.991
46 C -3.33 -4.65 -1.13  -1.637
47 C -2.52 -3.70 -0.32  1.158
48 O -2.78 -3.91 1.08  -0.714
49 H -3.24 -4.49 -2.20  0.316
50 H -4.37 -4.58 -0.85  0.372
51 H -3.05 -5.71 -1.01  0.378
52 H -2.87 -2.70 -0.58  -0.305
53 H -1.41 -3.83 -0.43  0.040
54 H -2.08 -3.56 1.64  0.484
55 C 3.54 -1.60 -0.38  -0.148
56 O 2.34 -2.05 -1.03  -0.478
57 N 3.75 -1.48 0.88  -0.349
58 N 4.63 -1.38 -1.06  -0.339
59 H 2.95 -1.87 1.42  0.500
60 H 4.63 -1.14 1.35  0.340
61 H 4.49 -1.53 -2.08  0.302
62 H 5.42 -0.78 -0.80  0.246
63 C -0.95 1.59 5.33  0.302
64 O -0.61 2.76 5.88  -0.775
65 N -1.81 1.52 4.38  0.115
66 N -0.27 0.48 5.48  -0.500
67 H -2.27 2.44 4.18  0.265
68 H -2.06 0.66 3.87  -0.453
69 H 0.58 0.50 6.08  0.308
70 H -0.79 -0.41 5.39  0.314
71 C -2.41 -1.53 4.23  0.536
72 O -3.52 -1.58 5.05  -0.842
73 N -2.41 -1.00 3.09  0.348
74 N -1.30 -2.04 4.62  -0.495
75 H -3.30 -0.71 2.69  0.090
76 H -1.57 -0.89 2.43  -0.508
77 H -1.36 -2.57 5.52  0.219
78 H -0.51 -2.23 4.01  0.244
79 C -3.11 1.53 1.07  -0.089
80 O -4.04 1.18 2.06  -0.846
81 N -2.28 2.48 1.25  0.218
82 N -3.11 0.99 -0.11  0.403
83 H -2.34 3.14 2.02  0.457
84 H -1.62 2.83 0.58  0.081
85 H -3.65 0.16 -0.22  0.093
86 H -2.58 1.30 -0.96  0.045
87 C -4.05 -1.26 -3.43  0.393
88 O -3.22 -0.47 -2.69  -0.428
89 N -5.15 -0.76 -3.93  -0.425
90 N -3.73 -2.44 -3.84  -0.174
91 H -5.42 0.22 -3.75  0.245
92 H -5.89 -1.37 -4.28  0.198
93 H -2.81 -2.65 -3.42  0.055
94 H -4.17 -2.96 -4.59  0.217
95 C 1.04 -3.44 2.33  0.069
96 O -0.28 -3.25 2.04  -0.488
97 N 1.63 -4.59 2.52  -0.429
98 N 1.88 -2.49 2.71  -0.661
99 H 0.99 -5.44 2.38  0.390
100 H 2.62 -4.68 2.43  0.186
101 H 1.63 -1.47 2.97  0.457
102 H 2.71 -2.73 3.24  0.281
103 C 2.54 0.54 3.48  0.261
104 O 2.82 0.95 4.76  -0.808
105 N 3.36 0.56 2.50  0.165
106 N 1.36 -0.04 3.33  0.766
107 H 4.14 1.29 2.56  0.370
108 H 3.18 0.09 1.66  0.049
109 H 0.76 0.10 4.17  -0.026
110 H 0.83 0.19 2.47  -0.573
111 C 1.67 -5.00 -2.77  -0.867
112 O 0.98 -4.18 -1.95  -0.325
113 H 2.50 -4.43 -3.17  0.339
114 H 1.01 -5.33 -3.60  0.204
115 H 2.06 -5.83 -2.25  0.252
116 H 1.50 -3.42 -1.68  0.501
117 C 0.58 3.62 2.98  0.116
118 O 1.96 3.70 3.18  -0.693
119 H -0.02 4.07 3.83  0.394
120 H 0.36 2.56 2.85  -0.337
121 H 0.38 4.19 2.11  -0.149
122 H 2.09 3.33 4.09  0.358
123 C -2.42 2.86 -2.87  -0.893
124 O -1.71 1.75 -2.36  -0.041
125 H -3.31 2.99 -2.36  0.361
126 H -2.71 2.84 -3.91  0.327
127 H -1.84 3.78 -2.75  0.164
128 H -2.17 0.93 -2.64  0.032

Values from the calculation:
HOMO-LUMO gap: 8.04 eV
HOMO energy: -0.307 Ha
charge: 0
LUMO: -0.0112 Eh

Computed, not measured: a structure of composition C32H31N9S3Ti, with the ωB97M-V functional and the def2-TZVPD basis.

Last column: Mulliken charge in e.
Positions of all 76 atoms, in Å:
1 Ti -0.05 0.59 0.21  0.153
2 C -2.25 1.30 3.04  -1.196
3 C -0.81 1.71 3.16  0.923
4 C -0.45 2.67 4.11  -1.031
5 C 0.87 3.05 4.20  -0.946
6 C 1.82 2.41 3.41  -1.015
7 C 1.41 1.43 2.52  0.638
8 N 0.10 1.14 2.36  0.770
9 C 2.40 0.56 1.80  0.854
10 C 3.71 0.53 2.25  -1.019
11 C 4.61 -0.33 1.64  -1.230
12 C 4.16 -1.15 0.62  -0.821
13 C 2.83 -1.08 0.23  0.492
14 N 1.96 -0.22 0.80  0.711
15 C 2.38 -2.03 -0.83  0.386
16 C 3.14 -2.18 -1.97  -0.785
17 C 2.79 -3.18 -2.86  -0.787
18 C 1.70 -3.99 -2.56  -1.011
19 C 0.98 -3.76 -1.38  1.172
20 C -0.17 -4.65 -1.02  -1.504
21 N 1.31 -2.78 -0.54  -0.198
22 H -2.62 0.99 4.02  0.614
23 H -2.36 0.47 2.34  -0.200
24 H -2.86 2.13 2.71  0.246
25 H -1.21 3.11 4.74  0.537
26 H 1.18 3.81 4.90  0.486
27 H 2.86 2.69 3.50  0.508
28 H 4.04 1.13 3.09  0.441
29 H 5.63 -0.39 1.98  0.466
30 H 4.81 -1.87 0.15  0.624
31 H 3.99 -1.54 -2.16  0.569
32 H 3.37 -3.35 -3.76  0.443
33 H 1.42 -4.81 -3.21  0.453
34 H 0.05 -5.69 -1.24  0.557
35 H -1.06 -4.38 -1.59  0.188
36 H -0.39 -4.55 0.05  0.305
37 C 3.25 2.20 -0.89  -0.633
38 C 2.12 3.05 -0.44  0.211
39 N 0.88 2.65 -0.29  0.575
40 C 0.04 3.68 0.07  -0.097
41 C 0.65 4.88 0.25  -0.617
42 S 2.32 4.73 -0.10  -0.179
43 C -1.40 3.41 0.12  -0.387
44 C -2.38 4.34 0.20  -0.513
45 S -3.91 3.59 0.14  -0.135
46 C -3.16 2.05 -0.01  -0.002
47 N -1.85 2.10 0.00  0.801
48 C -3.99 0.83 -0.14  -0.790
49 H 2.88 1.24 -1.24  -0.242
50 H 3.98 2.04 -0.09  0.306
51 H 3.78 2.68 -1.72  0.522
52 H 0.22 5.82 0.52  0.485
53 H -2.28 5.41 0.27  0.474
54 H -5.02 1.03 0.13  0.580
55 H -3.62 0.03 0.51  -0.109
56 H -3.98 0.47 -1.17  0.270
57 N -0.28 -1.47 -4.10  -0.323
58 C -0.47 -0.20 -3.73  0.243
59 N -1.44 0.49 -4.33  -0.284
60 S 0.50 0.53 -2.54  -0.180
61 H -0.79 -1.89 -4.86  0.212
62 H 0.44 -2.00 -3.64  0.084
63 H -1.95 0.13 -5.12  0.224
64 H -1.50 1.48 -4.13  0.247
65 N -5.16 -4.96 0.18  -0.407
66 C -4.33 -4.17 0.17  -0.455
67 C -3.30 -3.17 0.15  0.516
68 C -2.55 -2.90 1.29  -0.991
69 C -1.58 -1.92 1.22  -0.845
70 N -1.32 -1.22 0.11  2.129
71 C -2.00 -1.54 -1.00  -0.311
72 C -3.01 -2.48 -1.02  -0.795
73 H -2.73 -3.43 2.22  0.610
74 H -0.99 -1.66 2.10  0.439
75 H -1.74 -0.97 -1.88  -0.002
76 H -3.56 -2.68 -1.93  0.573

Values from the calculation:
HOMO-LUMO gap (alpha / beta): 6.46 / 8.11 eV
HOMO energy (alpha / beta): -0.442 / -0.502 Ha
charge: +2
LUMO (alpha / beta): -0.2040 / -0.2044 Eh
<S²>: 2.00
2S+1: 3

Computed, not measured: a cluster of 2 separate species, C38H42F3N5 in total, with the ωB97M-V functional and the def2-TZVPD basis.

Last column: Mulliken charge in e.
Positions of all 88 atoms, in Å:
1 N 2.38 -1.43 -5.49  -0.536
2 C 1.33 -1.46 -4.96  0.101
3 C 0.07 -1.43 -4.27  0.276
4 C -0.67 -2.59 -4.16  -0.218
5 C -1.90 -2.64 -3.47  0.229
6 N -2.94 -2.70 -2.93  -0.615
7 H -0.48 -0.48 -4.34  0.414
8 H -0.37 -3.51 -4.67  0.388
9 C 4.30 2.04 -0.69  -1.481
10 C 3.66 1.30 0.48  1.389
11 C 4.20 1.81 1.82  -1.476
12 C 3.81 -0.22 0.34  0.754
13 C 5.08 -0.80 0.43  -0.353
14 C 5.23 -2.18 0.30  -1.519
15 C 4.12 -3.00 0.12  -0.503
16 C 2.84 -2.46 0.06  0.543
17 C 1.60 -3.35 -0.03  1.716
18 C 1.70 -4.56 0.91  -1.851
19 C 1.29 -3.80 -1.45  -0.950
20 C 2.71 -1.06 0.12  -1.400
21 N 1.38 -0.47 0.09  1.985
22 N 0.89 0.04 1.24  -1.143
23 N -0.30 0.58 0.90  2.130
24 C -1.27 0.90 1.91  -1.352
25 C -1.10 2.10 2.62  0.671
26 C 0.11 3.01 2.35  2.022
27 C 0.89 3.36 3.62  -1.622
28 C -0.29 4.29 1.61  -1.297
29 C -2.10 2.47 3.52  -0.211
30 C -3.22 1.66 3.69  -1.630
31 C -3.32 0.42 3.05  -0.195
32 C -2.32 0.00 2.17  0.373
33 C -2.39 -1.40 1.55  1.813
34 C -3.50 -1.52 0.50  -1.218
35 C -2.56 -2.49 2.61  -1.738
36 C -0.50 0.54 -0.47  -1.274
37 C -1.69 1.04 -1.10  0.608
38 C -2.08 0.40 -2.30  0.211
39 C -3.12 0.86 -3.08  -1.124
40 C -3.88 1.92 -2.61  0.193
41 C -4.99 2.42 -3.48  0.780
42 F -5.68 3.45 -2.93  -0.288
43 F -4.51 2.87 -4.68  -0.261
44 F -5.89 1.43 -3.76  -0.260
45 C -3.62 2.51 -1.37  -1.613
46 C -2.52 2.10 -0.63  0.432
47 C 0.59 -0.11 -1.02  1.266
48 C 0.92 -0.36 -2.35  -2.486
49 H 3.86 1.70 -1.64  0.325
50 H 4.12 3.12 -0.61  0.425
51 H 5.38 1.87 -0.73  0.324
52 H 2.59 1.50 0.46  -0.537
53 H 3.69 1.30 2.64  0.342
54 H 5.28 1.62 1.90  0.349
55 H 4.02 2.88 1.92  0.383
56 H 5.94 -0.15 0.60  0.368
57 H 6.23 -2.61 0.35  0.379
58 H 4.24 -4.08 0.05  0.358
59 H 0.76 -2.74 0.31  -0.438
60 H 1.97 -4.25 1.92  0.401
61 H 0.73 -5.07 0.96  0.454
62 H 2.45 -5.28 0.55  0.352
63 H 1.12 -2.94 -2.11  -0.033
64 H 2.12 -4.39 -1.87  0.299
65 H 0.38 -4.42 -1.46  0.422
66 H 0.78 2.43 1.71  -1.045
67 H 1.23 2.45 4.12  0.356
68 H 1.78 3.95 3.36  0.412
69 H 0.28 3.94 4.32  0.348
70 H -0.79 4.05 0.66  0.276
71 H -0.98 4.88 2.22  0.295
72 H 0.60 4.90 1.38  0.441
73 H -1.99 3.40 4.08  0.385
74 H -4.03 1.99 4.34  0.365
75 H -4.16 -0.25 3.24  0.386
76 H -1.43 -1.57 1.04  -0.884
77 H -3.45 -0.71 -0.23  0.121
78 H -3.41 -2.46 -0.05  0.422
79 H -4.48 -1.49 0.99  0.365
80 H -1.81 -2.39 3.40  0.392
81 H -3.55 -2.45 3.07  0.330
82 H -2.44 -3.49 2.15  0.453
83 H -1.52 -0.50 -2.57  0.093
84 H -3.36 0.37 -4.02  0.454
85 H -4.28 3.28 -0.99  0.529
86 H -2.30 2.60 0.32  0.283
87 H 0.75 0.49 -3.02  0.583
88 H 1.76 -1.03 -2.53  0.789

Values from the calculation:
HOMO-LUMO gap: 6.24 eV
HOMO energy: -0.246 Ha
charge: 0
LUMO: -0.0162 Eh

Record order is preserved below.
E_tot: -384.91013 -2854.14499 -3774.56716 -2046.48544 Ha